Entry 1:
61
Properties=species:S:1:pos:R:3:forces:R:3:mulliken_charge:R:1 method="wB97M-V/def2-TZVPD" total_charge=+1 orbital_gap_ha="0.236 / 0.146" spin_multiplicity=4 e_lumo_ev="-2.64 / -6.71"
Au -0.3681 0.8548 1.1013 -0.0122 -0.2760 -0.2692 0.550
C 1.7794 -1.0520 3.5994 0.0235 -0.3671 -0.3289 -0.770
Si 2.7122 -0.4104 2.1348 0.3062 -0.4245 -0.9619 0.031
C 4.3289 -1.3547 2.1638 -0.0630 -0.5797 -0.5035 -1.289
C 2.9936 1.4435 2.1758 0.1728 0.0797 -0.7461 -0.856
N 1.7893 -0.7783 0.6288 0.2708 0.4983 0.5780 0.446
C 2.2695 -0.9039 -0.5875 -1.3477 -0.2062 -0.0747 0.226
C 3.6591 -0.8840 -0.9367 0.0708 0.1048 0.2908 -0.791
C 4.0807 -1.5204 -2.0649 1.7241 0.1334 -0.1050 -0.696
C 3.2046 -1.9410 -3.0513 -0.5022 -0.3241 -0.5247 -0.788
C 1.8418 -1.7148 -2.9003 -0.0299 0.3942 0.9355 -0.801
C 1.3311 -1.2373 -1.6890 0.5796 -0.4296 -0.6992 0.656
O -0.0135 -1.1605 -1.4465 0.3055 0.1919 0.5215 0.266
C -0.9982 -1.1892 -2.4386 0.8815 0.0613 -0.8821 -0.042
C -1.3057 -2.3662 -3.1356 1.2501 -0.5683 1.4208 0.032
C -2.3834 -2.4196 -3.9863 -0.3222 1.0071 0.3241 -0.644
C -3.1014 -1.2605 -4.2246 0.1814 1.4268 0.2218 -0.571
C -2.7080 -0.0339 -3.6075 -0.5043 -1.2044 -0.5594 -0.569
C -1.6382 0.0182 -2.7360 -0.2194 -0.7645 0.5253 -0.225
H 1.9874 -0.4363 4.4568 0.2376 0.1874 0.5409 0.432
H 2.0535 -2.0996 3.8226 -0.1432 0.4595 -0.0792 0.289
H 0.7245 -0.9807 3.4031 -0.4835 -0.1364 0.1021 0.045
H 4.5510 -1.6418 3.1924 0.0934 -0.0408 -0.0186 0.419
H 5.1742 -0.8068 1.7642 0.2261 0.1504 -0.0019 0.373
H 4.2385 -2.2780 1.5451 0.0297 0.4689 0.5104 0.362
H 3.9551 1.6897 2.6300 -0.0635 -0.0290 0.1583 0.416
H 2.1996 1.9365 2.7157 -0.2273 0.2786 0.3073 0.304
H 2.9984 1.8864 1.1581 0.0595 -0.3536 0.4621 0.190
H 4.3768 -0.4004 -0.2615 -0.4103 -0.5266 -0.2006 0.503
H 5.1577 -1.6799 -2.2126 -0.4787 0.2447 -0.0100 0.366
H 3.5632 -2.4455 -3.9583 -0.1002 0.3642 0.4585 0.383
H 1.1909 -1.9347 -3.7093 -0.5459 -0.2337 -0.4648 0.594
H -0.6960 -3.2845 -2.9609 -0.5989 0.8734 0.0558 0.435
H -2.7019 -3.3622 -4.3529 -0.1236 -0.6002 -0.6599 0.441
H -3.9379 -1.2552 -4.9171 0.0250 -0.0501 0.2135 0.407
H -3.2804 0.8677 -3.7520 -0.1130 0.0681 -0.3263 0.427
H -1.3897 0.9410 -2.2152 0.1449 -0.2583 -0.0845 0.243
O -1.0019 -0.8526 2.1647 -0.3571 -1.0686 -0.1339 -0.841
N -1.6260 -1.8978 1.5408 0.0654 2.9575 0.2001 0.602
C -1.0575 -3.0980 1.5422 0.3973 -0.0086 0.2220 0.031
C -1.7565 -4.1453 1.0279 -0.9352 -0.1320 -1.3402 -0.806
C -2.9576 -3.8516 0.3538 0.5684 -1.9128 0.7743 -0.149
C -3.5554 -2.6249 0.4391 -0.7028 0.7142 -0.5012 -0.764
C -2.8296 -1.6038 1.0176 -0.6448 -0.3130 0.4522 -0.127
H -0.0507 -3.1537 1.9071 0.1379 0.1348 0.4002 0.425
H -1.3867 -5.1671 1.0531 0.1317 0.3541 -0.0673 0.392
H -3.4229 -4.6921 -0.1430 -0.3428 0.1507 -0.0090 0.435
H -4.5895 -2.4798 0.0733 0.9353 0.1304 0.0980 0.401
H -3.2115 -0.5838 1.1886 0.5214 -0.6904 -0.1710 0.425
Br 1.0010 6.3508 -0.1755 0.8788 0.4328 -0.3409 -0.048
C -0.6201 5.9439 0.5661 0.4339 1.4442 -0.1692 0.697
C -1.4476 7.0242 0.9052 -0.6862 0.1783 -0.1872 -0.583
C -2.7215 6.7190 1.3447 1.1795 0.8699 -0.6905 -0.391
C -3.0102 5.3961 1.6421 -0.1575 -2.0805 0.3748 -0.501
C -2.0838 4.3797 1.4663 -0.6968 -0.0771 0.2877 -0.066
C -0.9033 4.6009 0.7819 -0.9730 0.2677 1.2721 -0.441
I 0.4445 2.9078 -0.1547 0.5596 -1.0329 -0.7395 -0.052
H -1.1035 8.0479 0.7748 -0.1370 -0.2467 -0.1027 0.393
H -3.4808 7.4664 1.4325 -0.1663 0.4415 0.2972 0.428
H -3.9702 5.1113 2.0526 -0.1069 0.2191 0.0350 0.368
H -2.2973 3.3971 1.8511 -0.1959 -0.3524 -0.0873 0.376



Entry 2:
62
Properties=species:S:1:pos:R:3:forces:R:3:mulliken_charge:R:1 method="wB97M-V/def2-TZVPD" total_charge=-1 orbital_gap_ha="0.214 / 0.257" spin_multiplicity=3 e_above_lowest_kcal_mol=0.0 e_lumo_ev="2.50 / 2.13"
Pt 0.8625 -1.7826 0.6764 -0.1653 -0.2548 0.2799 -0.104
B 2.4406 -4.4416 2.7273 -0.0383 -0.0066 -0.0103 0.121
N 1.3319 -3.5029 3.2843 -0.0225 -0.0617 -0.0712 0.507
C 0.5825 -3.8008 4.3533 -0.0435 0.0409 -0.0055 -0.392
C -0.2245 -2.7154 4.6474 0.0049 0.0648 0.0001 -0.743
C 0.1034 -1.7742 3.6710 0.0988 0.0265 0.1908 -0.335
N 1.0530 -2.2542 2.8666 -0.2774 0.0327 -0.2055 -0.688
N 2.9508 -4.0229 1.3015 0.0374 0.0897 0.1216 0.199
C 4.0574 -4.5574 0.7691 -0.0269 0.0061 -0.0587 -0.354
C 4.1930 -4.1113 -0.5331 -0.0272 -0.0162 0.0010 -0.814
C 3.0939 -3.2747 -0.7153 0.0969 -0.1759 0.0085 0.071
N 2.3543 -3.2307 0.3960 0.1145 0.0769 -0.2348 -0.333
H 3.4100 -4.4142 3.4595 -0.0099 -0.0235 -0.0412 -0.143
H 1.9677 -5.5594 2.6573 0.0217 0.0321 0.0346 -0.127
H 0.6725 -4.7601 4.8367 0.0394 0.0075 -0.0334 0.416
H -0.9502 -2.6252 5.4381 0.0307 -0.0064 -0.0114 0.374
H -0.2890 -0.7838 3.5012 -0.0298 -0.0589 -0.0738 0.552
H 4.6656 -5.2325 1.3478 -0.0268 0.0307 0.0286 0.409
H 4.9710 -4.3525 -1.2371 -0.0184 0.0104 0.0168 0.359
H 2.8063 -2.7149 -1.5899 -0.0452 0.0598 0.0637 0.289
O 2.3030 2.3778 -1.4742 0.0504 -0.0073 -0.0135 -0.668
C 1.9986 1.2896 -1.8927 -0.1603 -0.1288 -0.2182 0.041
O 2.2007 0.1639 -1.2307 0.3864 0.2889 0.1719 -0.302
C 1.3244 1.0960 -3.2625 0.0334 -0.0519 0.0634 0.680
N 1.2935 -0.3336 -3.6152 -0.0193 0.0199 -0.0864 -0.482
C 2.2490 -0.5808 -4.7129 0.0347 -0.0004 0.0731 -0.648
C 3.1188 0.6772 -4.7595 -0.0835 -0.0338 -0.0692 -0.642
C 2.1429 1.7825 -4.3554 0.0470 0.0163 0.0302 -0.946
H 0.3174 1.5033 -3.1646 -0.0146 0.0050 0.0009 0.376
H 0.3625 -0.6499 -3.8384 -0.0228 -0.0011 0.0365 0.238
H 1.8466 -0.5630 -1.7866 -0.0639 0.0702 -0.0516 0.228
H 1.7342 -0.7220 -5.6680 -0.0438 0.0205 -0.0055 0.342
H 2.8344 -1.4801 -4.5155 0.0057 -0.0104 -0.0179 0.296
H 3.5601 0.8271 -5.7446 0.0369 0.0185 0.0287 0.406
H 3.9273 0.6064 -4.0287 -0.0045 0.0015 0.0074 0.255
H 1.5018 2.0566 -5.1960 -0.0144 -0.0194 -0.0006 0.350
H 2.6294 2.6787 -3.9755 -0.0176 0.0144 -0.0342 0.393
C -0.5008 -0.3892 0.7056 0.1550 -0.0709 0.1371 -2.210
C -1.3500 0.5061 0.7562 -0.0618 -0.0072 -0.1020 2.597
C -2.2995 1.5171 0.7886 0.0331 -0.1125 0.0226 -0.597
C -2.3074 2.5034 -0.2938 -0.0779 0.0366 0.0230 0.151
C -1.1176 2.8059 -0.9706 0.0689 0.0563 0.0247 -0.629
C -1.0850 3.7596 -1.9731 -0.0181 0.0124 -0.0442 -0.400
C -2.2458 4.4248 -2.3542 -0.0091 -0.0382 0.0276 -0.504
C -3.4443 4.1009 -1.7294 0.0422 -0.0006 0.0091 -0.642
C -3.4761 3.1551 -0.7161 -0.0141 -0.0066 -0.0103 -0.177
C -3.2269 1.5767 1.9195 0.0313 0.0313 -0.0233 0.419
C -3.4928 0.4194 2.6697 -0.0107 -0.0391 0.0067 -0.566
C -4.3302 0.4538 3.7711 0.0243 0.0161 -0.0114 -0.577
C -4.9254 1.6456 4.1710 0.0302 -0.0136 -0.0241 -0.418
C -4.6492 2.8065 3.4595 -0.0166 -0.0263 -0.0014 -0.691
C -3.8178 2.7745 2.3516 0.0029 0.0262 0.0037 -0.186
H -0.2084 2.3040 -0.6646 -0.0083 0.0335 0.0305 0.428
H -0.1411 3.9978 -2.4503 0.0264 -0.0155 0.0366 0.447
H -2.2142 5.1862 -3.1237 -0.0168 -0.0217 -0.0244 0.378
H -4.3614 4.5901 -2.0357 -0.0181 -0.0097 0.0098 0.369
H -4.4212 2.8927 -0.2575 0.0048 0.0446 0.0224 0.556
H -3.0234 -0.5086 2.3654 0.0004 0.0154 0.0101 0.443
H -4.5120 -0.4571 4.3295 -0.0222 -0.0011 -0.0242 0.380
H -5.5859 1.6700 5.0286 0.0224 0.0087 0.0190 0.366
H -5.0723 3.7500 3.7833 -0.0177 0.0092 -0.0293 0.368
H -3.5889 3.6961 1.8325 -0.0132 -0.0031 -0.0032 0.511



Entry 3:
62
Properties=species:S:1:pos:R:3:forces:R:3:mulliken_charge:R:1 method="wB97M-V/def2-TZVPD" orbital_gap_ha=0.255 e_above_lowest_kcal_mol=29.8 e_lumo_ev=0.08
Li -0.8659 -1.5292 -0.3685 -0.6379 0.2347 -0.3670 0.255
O 1.9418 0.0336 -0.0586 -0.2027 0.1353 0.0574 -0.707
C 0.7839 0.4406 -0.0708 0.7517 0.1976 -0.0740 0.721
O -0.0980 -0.0531 0.8251 0.1564 -0.1260 0.1864 0.091
C 0.3151 1.4246 -1.0185 0.1894 -0.2017 0.0520 0.093
C 1.2686 1.9195 -1.9316 -0.1838 0.1805 -0.1431 -0.751
C 0.9472 2.7552 -2.9582 0.2618 -0.0593 -0.0100 -0.833
C -0.4252 3.0647 -3.1197 -0.0971 -0.1581 0.2727 -0.447
C -1.3471 2.6244 -2.2400 -0.1167 0.2825 -0.5935 -0.544
N -1.0228 1.8870 -1.0830 -0.1784 -0.1179 0.4251 0.542
H 2.2809 1.5769 -1.7729 0.0100 -0.0040 0.0147 0.476
H 1.6906 3.1355 -3.6428 0.0089 -0.0235 0.0191 0.430
H -0.7649 3.6583 -3.9574 -0.0620 -0.0143 0.0006 0.429
H -2.3971 2.8457 -2.3511 -0.0140 -0.0463 0.0991 0.354
C 1.0774 -4.2425 -2.7358 -0.1640 0.0885 -0.0906 -1.082
Te 1.3991 -2.7476 -1.2345 0.3242 -0.8320 0.1149 0.352
C 1.1300 -4.1977 0.3305 0.1742 -0.0611 -0.0144 -0.941
H 0.1017 -4.7142 -2.6402 -0.0197 0.1000 0.0738 0.343
H 1.8567 -4.9975 -2.6622 0.0399 0.0707 0.0612 0.368
H 1.1447 -3.7594 -3.7094 -0.0085 0.0109 0.0187 0.290
H 1.9116 -4.9520 0.2773 0.0233 0.0432 -0.0461 0.345
H 0.1564 -4.6725 0.2326 -0.0229 0.0852 -0.0643 0.362
H 1.1900 -3.6984 1.2926 0.0135 0.0579 0.0199 0.183
Ge 0.5736 -0.4232 2.5538 -0.4407 0.3758 -0.2064 0.824
C 2.1626 0.6632 2.8503 -0.4061 -0.1945 0.0298 0.189
C 2.2183 1.9997 2.4655 -0.0720 -0.0038 -0.0187 0.258
C 3.3558 2.7504 2.7128 -0.0094 0.0634 -0.0102 -0.918
C 4.4422 2.1742 3.3568 -0.0078 -0.0161 0.0126 -0.454
C 4.3965 0.8410 3.7353 0.0654 0.0198 0.0338 -0.597
C 3.2604 0.0875 3.4804 -0.0847 -0.0562 -0.0100 -0.412
C -1.0671 0.0583 3.4894 0.4903 -0.0481 -0.0422 0.223
C -2.0349 -0.8995 3.7731 0.0776 -0.0102 -0.0438 -0.362
C -3.2410 -0.5216 4.3429 -0.0575 -0.0278 0.0402 -0.600
C -3.4815 0.8117 4.6393 -0.0095 -0.0094 -0.0148 -0.451
C -2.5183 1.7728 4.3641 0.0153 0.0489 -0.0041 -0.695
C -1.3147 1.3966 3.7890 0.0435 -0.0075 0.0031 -0.023
H 0.8473 -1.9236 2.5870 0.0654 -0.0756 0.0278 -0.471
H 1.3779 2.4547 1.9510 0.0272 0.0317 -0.0033 0.321
H 3.3966 3.7857 2.3993 -0.0050 -0.0001 0.0185 0.400
H 5.3236 2.7668 3.5649 0.0152 -0.0149 -0.0333 0.375
H 5.2481 0.3876 4.2261 -0.0104 -0.0040 0.0047 0.393
H 3.2296 -0.9578 3.7682 0.0584 0.0131 0.0182 0.319
H -1.8559 -1.9397 3.5282 -0.0646 -0.0030 0.0013 0.359
H -3.9984 -1.2677 4.5438 0.0034 0.0024 -0.0092 0.380
H -4.4257 1.1059 5.0792 0.0019 -0.0108 0.0046 0.375
H -2.7035 2.8139 4.5965 -0.0154 -0.0064 -0.0031 0.408
H -0.5628 2.1479 3.5706 -0.0325 0.0221 0.0475 0.312
Br -1.8239 -0.4826 -7.5653 0.0198 -0.0231 0.1570 -0.164
C -1.5201 -0.7112 -5.7072 -0.0252 0.0180 -0.0785 0.168
C -2.5410 -1.1483 -4.8832 0.0454 0.0382 -0.0480 -0.647
C -2.2652 -1.2839 -3.5298 -0.1117 -0.0065 -0.0072 -0.292
N -1.0727 -1.0261 -2.9962 -0.0456 -0.0015 0.2636 0.546
C -0.1041 -0.6213 -3.8122 0.0200 0.0003 -0.0481 -0.269
C -0.2718 -0.4388 -5.1756 -0.0016 -0.0120 -0.0520 -0.970
H -3.5237 -1.3733 -5.2714 0.0001 0.0028 0.0022 0.457
H -3.0359 -1.6072 -2.8376 0.0241 0.0201 0.0056 0.179
H 0.8610 -0.4293 -3.3574 0.0350 0.0635 0.0144 0.570
H 0.5428 -0.0979 -5.7982 0.0075 0.0026 0.0220 0.471
I -3.4361 -1.5420 0.0665 0.0862 -0.1730 0.0845 -0.590
C -1.9643 1.6813 -0.2003 -0.1172 0.1135 0.0738 -0.338
H -1.7925 1.1486 0.7128 0.1184 -0.0375 -0.0947 0.186
H -2.9558 2.0452 -0.4149 0.0511 0.0628 -0.1505 0.211



Entry 4:
57
Properties=species:S:1:pos:R:3:forces:R:3:mulliken_charge:R:1 method="wB97M-V/def2-TZVPD" orbital_gap_ha="0.230 / 0.230" spin_multiplicity=2 e_above_lowest_kcal_mol=0.0 e_lumo_ev="-0.99 / -0.98"
C 2.5436 2.5069 2.2837 -0.1317 0.0915 -0.3409 -0.657
C 2.1761 1.6420 1.2119 0.1008 0.3407 0.0272 -0.175
C 2.3022 2.3699 -0.0062 -0.2090 0.2554 0.5473 -0.153
H 1.8831 0.5926 1.2983 0.0294 0.4894 -0.0217 0.376
C 2.7396 3.6890 0.3143 -0.6670 -0.1304 0.0395 -0.761
C 2.8770 3.7776 1.7305 -0.5445 -0.2355 -0.0366 -0.609
H 3.2234 4.6435 2.2861 0.0233 -0.1534 -0.1012 0.446
H 2.6018 2.2306 3.3364 -0.1302 0.1153 -0.3636 0.390
H 2.1175 1.9666 -0.9985 0.0037 0.1552 0.2023 0.407
H 2.9646 4.4730 -0.4034 -0.0692 -0.1439 0.1682 0.377
Yb 0.1646 3.3908 1.3865 1.6131 -2.6450 0.3348 1.003
Cl -1.3207 3.1694 -0.5699 0.0118 0.3318 0.2648 -0.601
P -0.0643 -0.9335 -1.1171 0.1356 1.6096 1.3617 0.898
C 0.4868 -0.3994 -2.7388 0.1565 -0.2003 -0.8309 -0.050
C 1.2272 -1.2202 -3.6063 -0.2636 0.5405 -0.0270 -0.048
H 1.4113 -2.2640 -3.3452 0.0015 0.3052 -0.0637 0.419
C 1.7060 -0.6892 -4.8044 0.0378 0.1680 -0.0830 -0.574
H 2.2768 -1.3256 -5.4826 -0.1368 0.2047 0.1493 0.387
C 1.4564 0.6459 -5.1398 -0.1474 -0.1133 0.2229 -0.443
H 1.8321 1.0543 -6.0776 -0.0515 -0.1201 0.2300 0.365
C 0.7033 1.4594 -4.2806 0.0112 -0.1601 -0.2244 -0.568
H 0.4900 2.4973 -4.5463 0.1042 -0.3200 0.0495 0.407
C 0.2115 0.9444 -3.0892 0.1828 -0.5545 0.1929 -0.161
H -0.3744 1.5654 -2.4018 0.2952 -0.2293 -0.2994 0.051
C 0.8443 -2.3815 -0.5743 0.1993 -0.8704 -0.0810 0.339
C 2.2596 -2.3270 -0.5758 -0.5773 -0.3591 0.2693 -0.544
H 2.7678 -1.5086 -1.0872 -0.0916 -0.1565 0.1911 0.434
C 2.9873 -3.3125 0.0881 -0.2106 -0.0597 -0.1333 -0.637
H 4.0774 -3.2683 0.0871 -0.2924 -0.0228 0.0424 0.369
C 2.3251 -4.3626 0.7360 -0.1750 0.0732 -0.1171 -0.464
H 2.9014 -5.1291 1.2533 -0.1420 0.1803 -0.1205 0.357
C 0.9281 -4.4413 0.7043 0.2217 0.0900 0.0188 -0.541
H 0.4149 -5.2734 1.1905 0.1799 0.2335 -0.1280 0.378
C 0.1814 -3.4574 0.0571 0.5687 0.3170 -0.2825 -0.525
H -0.9077 -3.5126 0.0269 0.2875 0.0235 0.0561 0.347
C -1.8297 -1.2826 -1.2054 -0.5877 -0.2734 -0.1684 -0.102
C -2.4177 -1.9039 -2.3186 -0.3224 0.0814 0.5104 -0.253
H -1.7920 -2.2218 -3.1556 -0.2103 0.0790 0.2315 0.376
C -3.8004 -2.1082 -2.3374 0.0842 0.1190 0.0622 -0.553
H -4.2584 -2.5941 -3.1977 0.0452 0.1090 0.1931 0.382
C -4.5918 -1.6880 -1.2630 0.3015 -0.0098 0.0415 -0.475
H -5.6687 -1.8556 -1.2828 0.2667 0.0477 -0.0108 0.354
C -4.0065 -1.0544 -0.1597 -0.0685 -0.1175 -0.0860 -0.452
H -4.6242 -0.7339 0.6809 0.1322 -0.0480 -0.2768 0.387
C -2.6334 -0.8351 -0.1286 0.3677 -0.2917 -0.6660 -0.321
H -2.1495 -0.3024 0.6937 -0.2000 -0.1883 -0.1812 0.432
C -2.0112 3.0122 4.2457 -0.3970 -0.1523 0.0151 -1.372
C -0.9760 1.9071 4.0843 0.4776 -0.1708 0.1394 0.668
C -1.4737 0.4911 4.3706 -0.3256 0.0058 -0.0114 -1.311
O -0.4009 1.9677 2.8100 -0.0888 1.4759 -0.7570 -0.075
H -2.8137 2.9147 3.4978 0.1678 -0.0720 0.2091 0.292
H -1.5383 3.9967 4.0974 -0.0366 -0.1545 0.1224 0.309
H -2.4531 2.9943 5.2504 0.0176 0.1201 -0.2064 0.396
H -0.1940 2.0999 4.8444 -0.0014 0.0246 -0.1577 0.130
H -2.2983 0.2113 3.7005 0.1440 0.1060 0.0911 0.221
H -0.6590 -0.2277 4.2191 -0.1442 0.2283 0.0111 0.341
H -1.8247 0.4002 5.4083 0.0535 0.0309 -0.2183 0.392



These records have total energy values of -4563.40894 -1575.42080 -6491.15448 -3042.47360 Eh, in the order they appear.